The following is a DFT calculation (ωB97M-V with the def2-TZVPD basis set) of a cluster of 4 separate species, C41H70ClF3N4O5PS in total.

The geometry in XYZ format:
```
126
Properties=species:S:1:pos:R:3:mulliken_charge:R:1
C -1.772 -3.031 3.416 -0.558
C -2.759 -2.340 3.425 -0.343
P -4.344 -1.347 3.208 1.068
C -3.847 -0.238 4.732 -0.410
C -3.620 -1.003 6.056 -0.393
C -2.378 -0.506 6.794 -1.066
S -0.796 -1.231 6.408 1.251
O -0.852 -2.661 6.405 -0.615
O 0.133 -0.672 7.359 -0.678
O -0.371 -0.681 4.979 -0.459
C -4.811 -2.506 1.755 -0.400
C -4.630 -4.000 1.955 0.734
C -5.241 -4.566 3.222 -1.284
Cl -5.490 -4.839 0.541 -0.300
O -5.741 -0.355 2.847 -0.860
C -5.554 0.651 1.898 0.155
C -6.143 0.317 0.525 -0.877
C -5.991 1.432 -0.538 -0.361
C -5.346 0.913 -1.840 -0.869
C -4.127 1.722 -2.344 -1.170
C -2.782 1.141 -1.913 -0.185
C -2.534 -0.319 -2.354 -1.082
C -2.629 -1.238 -1.128 3.129
C -2.560 -2.729 -1.441 -0.563
C -1.166 -3.231 -1.808 -1.289
C -0.177 -3.194 -0.624 -0.137
C 0.618 -1.892 -0.558 0.363
C 2.013 -2.072 0.056 -1.469
N 2.662 -0.774 0.206 0.410
C 3.432 -0.181 -0.734 -0.548
C 3.800 1.038 -0.222 -0.158
C 3.236 1.168 1.048 -1.461
C 2.524 0.018 1.297 -0.360
C -4.028 0.880 1.755 1.674
C -3.509 2.165 2.440 -1.264
C -3.338 3.371 1.492 -0.770
C -4.341 4.472 1.711 0.775
F -3.997 5.266 2.761 -0.312
F -4.411 5.280 0.607 -0.316
F -5.603 4.032 1.950 -0.233
O -3.374 -0.274 2.192 -0.524
H -0.945 -3.694 3.368 0.549
H -5.096 -2.082 4.179 0.227
H -4.654 0.479 4.872 0.530
H -2.946 0.330 4.495 -0.285
H -4.447 -0.744 6.717 0.386
H -3.643 -2.087 5.944 0.218
H -2.273 0.571 6.687 0.369
H -2.443 -0.698 7.863 0.489
H -1.118 -0.238 4.541 0.337
H -5.832 -2.332 1.432 0.793
H -4.171 -2.220 0.921 -1.125
H -3.603 -4.316 1.845 0.216
H -4.557 -4.442 4.059 0.214
H -5.499 -5.614 3.113 0.454
H -6.143 -4.009 3.468 0.288
H -6.042 1.547 2.295 0.412
H -5.578 -0.537 0.155 -0.256
H -7.171 -0.036 0.596 0.567
H -6.998 1.770 -0.784 0.649
H -5.479 2.308 -0.151 -0.168
H -5.036 -0.120 -1.720 0.424
H -6.087 0.923 -2.638 0.455
H -4.203 2.753 -1.990 0.485
H -4.173 1.784 -3.432 0.378
H -2.002 1.772 -2.343 0.489
H -2.641 1.191 -0.837 -0.011
H -3.238 -0.633 -3.124 0.380
H -1.521 -0.351 -2.752 0.435
H -1.907 -0.925 -0.378 -0.529
H -3.605 -1.053 -0.680 -1.723
H -2.968 -3.298 -0.606 -0.105
H -3.214 -2.901 -2.300 0.497
H -1.260 -4.253 -2.178 0.395
H -0.778 -2.644 -2.641 0.534
H 0.485 -4.059 -0.680 0.502
H -0.770 -3.302 0.285 -0.148
H 0.779 -1.493 -1.559 0.132
H 0.128 -1.137 0.050 0.137
H 2.633 -2.706 -0.573 0.402
H 1.925 -2.533 1.036 0.311
H 3.642 -0.629 -1.684 0.528
H 4.396 1.765 -0.748 0.501
H 3.304 2.002 1.724 0.462
H 1.937 -0.266 2.150 0.706
H -3.733 0.966 0.708 -0.883
H -4.202 2.454 3.232 0.473
H -2.571 1.958 2.948 0.165
H -2.376 3.829 1.713 0.528
H -3.338 3.053 0.455 -0.097
C 2.948 4.232 -3.610 -1.481
C 4.391 3.764 -3.465 -0.006
C 4.753 2.638 -4.440 -0.303
C 3.911 1.459 -4.219 0.319
N 3.231 0.554 -4.024 -0.516
H 2.244 3.430 -3.385 0.372
H 2.742 5.050 -2.921 0.408
H 2.749 4.586 -4.624 0.333
H 4.560 3.424 -2.442 -0.035
H 5.070 4.600 -3.638 0.417
H 5.795 2.344 -4.309 0.139
H 4.623 2.965 -5.473 0.444
C 7.381 1.436 -1.235 -0.664
C 8.830 1.684 -1.631 -0.396
C 9.248 3.147 -1.446 -0.616
C 8.427 4.027 -2.282 0.375
N 7.784 4.716 -2.936 -0.480
H 6.701 2.023 -1.856 0.000
H 7.116 0.386 -1.361 -0.025
H 7.200 1.699 -0.192 0.581
H 8.981 1.398 -2.675 0.199
H 9.485 1.050 -1.029 0.375
H 10.293 3.289 -1.723 0.341
H 9.132 3.450 -0.404 0.303
C 7.089 -0.529 -4.555 -0.420
C 7.143 -2.042 -4.726 -0.711
C 6.066 -2.755 -3.898 -0.408
C 6.261 -2.478 -2.472 0.296
N 6.410 -2.255 -1.356 -0.509
H 7.263 -0.245 -3.516 -0.169
H 7.852 -0.039 -5.161 0.459
H 6.115 -0.139 -4.856 0.135
H 8.126 -2.412 -4.429 0.346
H 7.011 -2.295 -5.779 0.333
H 6.116 -3.833 -4.046 0.331
H 5.069 -2.419 -4.188 0.299
```

Computed properties:
frontier orbital gap	0.25713	hartree
net charge	-1
calculated total energy	-100649.177	eV
HOMO level	-5.223	eV

***

The following is a DFT calculation (ωB97M-V with the def2-TZVPD basis set) of the ion C6H13INO2 with charge +1.

The geometry in XYZ format:
```
23
Properties=species:S:1:pos:R:3:mulliken_charge:R:1
C -1.093 0.183 -0.445 -0.647
C -2.191 -0.408 0.456 -0.684
C -1.998 -1.902 0.752 -0.772
C 1.887 3.248 0.042 -0.683
C 1.491 -1.907 -0.554 -0.685
C 1.238 0.956 0.137 0.192
N 0.287 0.091 -0.007 0.266
O 1.011 2.196 -0.144 -0.277
O 0.620 -1.270 0.352 -0.177
I -4.358 -0.118 -0.355 0.080
H -0.977 -0.377 -1.474 0.323
H -1.163 1.281 -0.654 0.408
H -2.248 0.281 1.329 0.474
H -1.291 -1.958 1.691 0.202
H -1.622 -2.358 -0.230 0.210
H -2.839 -2.503 1.108 0.451
H 2.527 3.073 0.892 0.373
H 1.159 4.134 0.263 0.256
H 2.187 3.453 -1.049 0.303
H 1.098 -2.007 -1.696 0.283
H 1.568 -3.021 -0.344 0.298
H 2.592 -1.644 -0.565 0.319
H 2.112 0.578 0.497 0.487
```

Computed properties:
frontier orbital gap	0.30723	hartree
net charge	+1
calculated total energy	-20107.240	eV
HOMO level	-12.398	eV
energy relative to the best compared isomer or geometry (same formula, charge and spin)	107.65	kJ/mol

***

The following is a DFT calculation (ωB97M-V with the def2-TZVPD basis set) of a structure of composition C8H23AgF6MnN11O13S2.

The geometry in XYZ format:
```
65
Properties=species:S:1:pos:R:3:mulliken_spin:R:1
Mn -2.769 -3.536 -0.518 4.884
Ag -3.292 0.958 1.372 -0.001
C 0.211 3.375 2.119 0.000
F 0.978 4.435 2.212 0.000
F 1.056 2.364 1.856 0.000
F -0.481 3.200 3.228 0.000
S -1.006 3.628 0.667 0.000
O -0.897 5.019 0.350 0.000
O -0.597 2.779 -0.446 0.000
N -2.505 3.006 1.361 0.000
S -3.259 4.236 2.012 0.000
O -4.176 3.772 3.038 0.000
O -2.528 5.395 2.444 0.000
C -4.416 4.834 0.575 0.000
F -4.858 3.780 -0.110 0.000
F -5.371 5.593 1.041 0.000
F -3.719 5.592 -0.303 0.000
O 0.131 -0.573 -1.056 0.002
C -0.844 -0.943 -0.216 0.006
O -1.339 -0.086 0.518 0.013
O -1.269 -2.144 -0.268 0.045
H 0.352 0.369 -0.889 0.000
O -4.024 1.170 -0.826 0.000
H -4.615 1.636 -1.425 0.000
H -3.293 0.875 -1.399 0.000
C 0.340 -1.321 4.861 -0.035
O -0.886 -1.276 5.214 0.858
N 0.803 -0.619 3.854 0.127
N 1.149 -2.224 5.428 0.036
H 0.152 -0.017 3.359 -0.007
H 1.856 -0.560 3.599 -0.004
H 2.059 -2.425 5.042 0.000
H 0.803 -2.788 6.189 0.000
C 3.575 -0.322 2.057 -0.001
O 3.098 -1.079 2.958 0.024
N 4.856 -0.458 1.681 0.002
N 2.901 0.710 1.535 0.000
H 5.294 -1.335 1.900 0.000
H 5.232 0.170 0.982 0.000
H 1.990 0.800 1.924 -0.002
H 3.272 1.022 0.635 0.000
C -2.109 0.327 -4.011 0.000
O -2.795 0.084 -3.010 0.002
N -0.790 0.044 -4.079 0.000
N -2.689 0.720 -5.173 0.000
H -0.138 0.266 -4.807 0.000
H -0.421 -0.293 -3.206 0.000
H -3.615 1.106 -5.145 0.000
H -2.107 0.778 -5.989 0.000
C -0.241 -5.511 -0.952 0.007
O -1.310 -5.038 -0.517 0.036
N -0.072 -6.773 -1.381 0.004
N 0.860 -4.729 -1.099 0.004
H 0.707 -7.002 -1.971 0.000
H -0.866 -7.388 -1.306 0.000
H 1.742 -5.057 -1.445 0.001
H 0.788 -3.820 -0.667 -0.001
C 3.717 -0.430 -2.229 0.000
O 3.950 -0.139 -1.050 0.000
N 2.472 -0.646 -2.723 0.000
N 4.716 -0.659 -3.104 0.000
H 1.703 -0.736 -2.083 0.001
H 2.347 -0.827 -3.701 0.000
H 4.532 -0.884 -4.064 0.000
H 5.654 -0.405 -2.845 0.000
```

Computed properties:
frontier orbital gap (spin up / spin down)	0.18144 / 0.14781	hartree
net charge	+2
<S²>	12.009
calculated total energy	-124958.909	eV
HOMO level (spin up / spin down)	-13.572 / -13.572	eV
multiplicity	7